# 1
19
Properties=species:S:1:pos:R:3:nbo_charge:R:1 method="wB97M-V/def2-TZVPD" relative_energy_kj_mol=336.3 homo_lumo_gap_ev=10.862 homo_energy_ev=-9.89 e_lumo_ev=0.974
C 2.42206 0.66200 -1.58680 -0.62
C 1.80339 -0.01641 -0.39128 -0.07
O 0.91000 0.92606 0.15961 -0.74
C -0.85323 -0.58865 1.06688 -0.44
C -2.24000 -0.50138 1.61452 -0.08
O -2.84101 -0.66789 0.33120 -0.52
C -1.71471 -0.05992 -0.27700 -0.13
H 2.79618 1.63013 -1.24260 0.22
H 1.63385 0.85521 -2.32339 0.20
H 3.22433 0.08547 -2.04622 0.20
H 2.53753 -0.25980 0.38506 0.17
H 1.30796 -0.96438 -0.66813 0.16
H -0.50199 -1.59476 0.82623 0.21
H -0.08162 -0.13273 1.70729 0.24
H -2.56494 -1.21708 2.36279 0.19
H -2.39377 0.53594 1.96329 0.16
H 0.03826 0.71827 -0.19273 0.48
H -1.90537 1.03288 -0.38166 0.18
H -1.57691 -0.44296 -1.30707 0.20

# 2
12
Properties=species:S:1:pos:R:3:nbo_charge:R:1 method="wB97M-V/def2-TZVPD" relative_energy_kj_mol=203.2 homo_lumo_gap_ev=11.139 homo_energy_ev=-10.58 smiles="N#CCO.N=C=N" e_lumo_ev=0.554
O -2.74802 0.72549 -0.16925 -0.68
C -1.51726 0.08410 0.04139 -0.17
C -0.43772 0.77809 -0.69379 0.28
N 0.34366 1.34555 -1.33015 -0.36
N 2.77944 0.40021 0.08081 -0.70
C 2.04629 -0.54923 0.29851 0.66
N 1.28162 -1.44919 0.65322 -0.77
H -2.92213 0.73182 -1.11948 0.47
H -1.51689 -0.97132 -0.26304 0.21
H -1.30405 0.11187 1.11233 0.24
H 2.53248 0.98228 -0.71670 0.42
H 1.50830 -2.37876 0.31703 0.40

# 3
69
Properties=species:S:1:pos:R:3:lowdin_spin:R:1 method="wB97M-V/def2-TZVPD" relative_energy_kj_mol=0.0 total_charge=-2 homo_lumo_gap_ev="6.155 / 6.418" homo_energy_ev="-2.08 / -2.88" spin_multiplicity=2 e_lumo_ev="4.075 / 3.543"
Mg -1.20562 0.05955 0.64247 0.01
S -2.69018 -2.55178 4.82812 0.28
Sb -1.88000 -0.76357 3.64617 0.36
S -3.29675 0.10549 1.97205 0.15
S 0.08617 -1.08538 2.38080 0.16
C 3.28020 -4.50785 0.70816 0.00
N 2.02424 -4.21681 0.06392 0.00
C 1.87148 -3.71661 -1.19008 0.00
Se 3.20302 -3.47629 -2.44472 0.00
N 0.55712 -3.46451 -1.35641 0.00
C -0.14900 -3.80760 -0.20985 0.00
C -1.49445 -3.73140 0.11878 0.00
C -1.85450 -4.14242 1.39096 0.00
C -0.90875 -4.62530 2.30059 0.00
C 0.43107 -4.71103 1.96539 0.00
C 0.78799 -4.28693 0.69600 0.00
H 4.05985 -4.48668 -0.04950 0.00
H 3.23835 -5.49582 1.16996 0.00
H 3.48867 -3.75535 1.47120 0.00
H 0.16168 -2.95289 -2.15094 0.00
H -2.21396 -3.31602 -0.57132 0.00
H -2.88201 -4.03931 1.71480 0.00
H -1.23031 -4.87497 3.30230 0.00
H 1.17175 -5.04577 2.67985 0.00
O -0.26938 4.01956 -0.03260 0.00
C -0.89062 3.03679 0.35436 0.00
O -0.62805 1.81524 0.07243 0.00
H -1.76868 3.17839 1.01940 0.00
C 7.89471 -0.19414 0.26977 0.00
C 7.29778 0.77722 1.06112 0.00
C 5.91549 0.82137 1.19249 0.00
C 5.11052 -0.11011 0.54029 0.00
C 5.72141 -1.08808 -0.24706 0.00
C 7.10067 -1.12467 -0.38799 0.00
P 3.26687 -0.16292 0.61150 0.00
C 2.89911 1.11083 1.87281 0.00
C 2.14789 2.25155 1.61168 0.00
C 1.78488 3.10609 2.64709 0.00
C 2.17211 2.83335 3.94877 0.00
C 2.91847 1.69135 4.22012 0.00
C 3.26602 0.83353 3.19169 0.00
C 2.90617 0.69310 -0.96607 0.00
C 2.05296 0.05384 -1.85707 0.00
C 1.77497 0.61458 -3.09825 0.00
C 2.33039 1.83591 -3.44067 0.00
C 3.18308 2.48662 -2.55455 0.00
C 3.47905 1.91101 -1.33148 0.00
H 8.97304 -0.22530 0.16622 0.00
H 7.90940 1.50975 1.57526 0.00
H 5.45831 1.58599 1.80865 0.00
H 5.10378 -1.81511 -0.76806 0.00
H 7.55384 -1.88613 -1.01159 0.00
H 1.79468 2.47405 0.61388 0.00
H 1.17837 3.97292 2.41499 0.00
H 1.87594 3.49278 4.75603 0.00
H 3.20279 1.45465 5.23862 0.00
H 3.81043 -0.07815 3.41567 0.00
H 1.60936 -0.89480 -1.58538 0.00
H 1.12491 0.09117 -3.78750 0.00
H 2.09728 2.28491 -4.39888 0.00
H 3.61262 3.44587 -2.81755 0.00
H 4.15091 2.41619 -0.64642 0.00
Cl -3.29954 0.92775 -2.11967 0.00
C -1.65711 0.61787 -2.73766 0.00
Cl -1.60949 0.85839 -4.49486 0.00
C -1.18477 -0.79015 -2.29481 0.00
O -0.82290 -1.61237 -3.13338 0.00
O -1.17652 -0.94399 -1.04112 0.00
H -1.00918 1.36146 -2.27731 0.00

# 4
17
Properties=species:S:1:pos:R:3:nbo_charge:R:1 method="wB97M-V/def2-TZVPD" relative_energy_kj_mol=457.5 homo_lumo_gap_ev="7.542 / 7.915" homo_energy_ev="-7.72 / -7.82" e_lumo_ev="-0.174 / 0.093"
C 2.54280 -0.65791 -0.11730 -0.69
C 1.22585 -0.08702 0.26402 0.18
O 0.29518 -0.07711 -0.62332 -0.34
C -0.97491 0.28348 -0.39398 0.12
C -1.31743 1.20704 0.71572 -0.70
C -1.85645 -0.00443 -1.48985 0.33
O -3.04170 0.29149 -1.51316 -0.58
H 3.23225 0.12390 -0.45988 0.23
H 3.00811 -1.15245 0.74176 0.23
H 2.41773 -1.38901 -0.92023 0.24
H -0.13002 -1.47341 1.13648 -0.04
H 1.06625 0.45463 1.19138 0.18
H -0.82346 -1.34789 0.83053 0.02
H -2.38615 1.41666 0.63046 0.27
H -1.11938 0.81062 1.72032 0.22
H -0.76521 2.15344 0.61379 0.22
H -1.37346 -0.55203 -2.32675 0.11

# 5
27
Properties=species:S:1:pos:R:3:nbo_charge:R:1 method="wB97M-V/def2-TZVPD" total_charge=+2 homo_lumo_gap_ev=7.589 homo_energy_ev=-16.22 e_lumo_ev=-8.636
Ca -0.06410 0.03525 -0.48610 1.66
O 0.16800 3.62476 0.63592 -0.34
C 0.07877 2.55477 0.22978 0.40
C -0.15882 -2.51904 0.07338 0.40
O -0.16787 -3.62884 0.36968 -0.34
C 2.43707 -0.11470 -0.06288 0.39
O 3.56943 -0.18431 0.13365 -0.33
C -2.60746 0.13041 -0.75746 0.39
O -3.74454 0.17072 -0.95795 -0.32
C 0.02448 0.66995 -4.69265 -0.42
H -0.87670 1.29117 -4.70019 0.21
H 0.98069 1.20263 -4.69359 0.21
C -0.03890 -0.66608 -4.75980 -0.40
H 0.86239 -1.28474 -4.81522 0.21
H -0.99442 -1.19610 -4.82449 0.21
N 2.99956 -0.04988 5.63293 -0.15
C 2.04346 -0.03764 4.95651 0.20
C 0.87038 -0.02036 4.11649 -0.14
C -0.41822 0.00148 4.66009 -0.07
C -1.51797 0.03212 3.81768 -0.21
C -1.29084 0.00435 2.43395 0.03
N -0.04215 -0.01840 1.92220 -0.64
C 1.02498 -0.02744 2.74064 0.07
H -0.50999 -0.00501 5.74934 0.28
H -2.53444 0.07369 4.23394 0.27
H -2.13973 -0.00145 1.73550 0.20
H 2.00838 -0.04042 2.28694 0.21

# 6
22
Properties=species:S:1:pos:R:3:nbo_charge:R:1 method="wB97M-V/def2-TZVPD" relative_energy_kj_mol=844.5 total_charge=+1 homo_lumo_gap_ev=4.510 homo_energy_ev=-11.08 e_lumo_ev=-6.571
C -1.83330 0.82471 -0.14644 -0.38
C -0.85122 0.24161 0.83577 -0.37
C 0.38885 -0.27442 -0.18077 -0.39
C 0.19090 0.46401 -1.45420 -0.37
C 1.63604 -0.22647 0.54077 0.16
C 2.84775 0.04039 -0.10626 -0.33
C 4.05173 -0.33885 0.38141 -0.07
N -3.82260 -0.58573 0.49621 -0.94
H -2.21690 1.81090 0.14863 0.24
H -1.25000 0.84866 -1.16088 0.23
H -1.15834 -0.74270 1.19106 0.25
H -0.29168 0.64079 1.68201 0.23
H -0.33210 -0.08347 -2.22570 0.25
H 0.64240 1.43042 -1.62896 0.24
H 0.18737 -1.35078 -0.29735 0.31
H 1.68635 -0.84882 1.43539 0.23
H 2.76925 0.44572 -1.11212 0.24
H 4.12066 -0.65225 1.41754 0.22
H 4.89616 -0.45269 -0.28304 0.24
H -2.92393 0.14772 -0.04663 0.29
H -4.63373 0.01612 0.61994 0.36
H -4.10366 -1.35487 -0.10637 0.37

# 7
43
Properties=species:S:1:pos:R:3:nbo_charge:R:1 method="wB97M-V/def2-TZVPD" relative_energy_kj_mol=177.4 homo_lumo_gap_ev=8.683 homo_energy_ev=-8.06 smiles=COc1ccc([C@H](O)Cc2nc3ccccc3n2C)cc1OC e_lumo_ev=0.621
C 2.36774 3.37537 -1.30969 -0.25
O 2.83375 2.25247 -0.60514 -0.49
C 2.15677 1.07787 -0.74585 0.24
C 1.01895 0.89533 -1.51056 -0.29
C 0.39407 -0.34321 -1.57012 -0.22
C 0.89576 -1.41598 -0.86129 -0.06
C 2.05380 -1.24691 -0.10277 -0.33
C 2.69251 -0.02231 -0.03827 0.33
O 3.82222 0.23601 0.68166 -0.50
C 4.44732 -0.83066 1.34802 -0.25
H 3.80856 -1.24893 2.13445 0.17
H 5.34203 -0.40816 1.80248 0.20
H 4.73545 -1.62751 0.65448 0.18
H 2.44715 -2.09576 0.43567 0.22
C 0.16542 -2.74532 -0.80505 0.12
O -0.64356 -2.99616 -1.91344 -0.73
H -1.47537 -2.50310 -1.78956 0.50
H 0.89534 -3.56355 -0.76767 0.19
C -0.67989 -2.75715 0.50166 -0.48
C -1.58048 -1.57790 0.44613 0.43
N -2.52285 -1.46484 -0.45207 -0.52
C -3.05008 -0.20982 -0.29076 0.08
C -4.06816 0.43527 -0.98183 -0.19
C -4.38016 1.72347 -0.60212 -0.23
C -3.70342 2.36396 0.43728 -0.21
C -2.69002 1.73913 1.13620 -0.27
C -2.36929 0.44436 0.76174 0.17
N -1.43826 -0.45903 1.21846 -0.37
C -0.47710 -0.23472 2.26100 -0.41
H -0.48923 -1.05969 2.97604 0.21
H -0.73486 0.68284 2.78583 0.22
H 0.52810 -0.13320 1.84328 0.22
H -2.17139 2.24798 1.93562 0.21
H -3.97958 3.37463 0.69946 0.21
H -5.16550 2.25534 -1.11849 0.21
H -4.58656 -0.06367 -1.78477 0.22
H -1.27070 -3.67452 0.51891 0.25
H -0.02870 -2.72358 1.37284 0.22
H -0.48876 -0.45901 -2.17867 0.23
H 0.59714 1.71517 -2.06911 0.22
H 1.35420 3.65439 -1.00142 0.17
H 3.05440 4.18298 -1.06080 0.20
H 2.38322 3.20812 -2.39179 0.18

# 8
9
Properties=species:S:1:pos:R:3:nbo_charge:R:1 method="wB97M-V/def2-TZVPD" relative_energy_kj_mol=384.3 homo_lumo_gap_ev="9.169 / 8.195" homo_energy_ev="-8.33 / -7.46" e_lumo_ev="0.834 / 0.730"
C 0.69098 -0.72889 -0.69749 -0.07
C -0.86118 1.17966 0.35293 0.00
O 0.39307 -1.84078 -0.00869 -0.69
F -0.58016 1.11188 1.69537 -0.38
H 0.15521 -0.73717 -1.69288 0.18
H 1.44064 0.03500 -0.32024 0.19
H -0.45351 2.17416 0.03337 0.13
H -1.90418 0.95385 0.07498 0.14
H 1.11913 -2.14772 0.56264 0.49

# 9
11
Properties=species:S:1:pos:R:3:nbo_charge:R:1 method="wB97M-V/def2-TZVPD" relative_energy_kj_mol=279.4 homo_lumo_gap_ev=9.303 homo_energy_ev=-8.96 smiles="CC(=S)N(O)S" e_lumo_ev=0.341
C -0.36875 -1.09096 -0.01471 -0.68
C -0.64360 0.37408 0.02086 0.03
N 0.53121 1.08533 0.01802 -0.30
O 0.52185 2.55106 0.01241 -0.57
S 2.14386 0.66715 -0.06285 0.24
S -2.05688 1.04793 -0.03143 -0.06
H -1.34390 -1.39918 0.37183 0.24
H 0.37293 -1.33971 0.69177 0.23
H -0.22014 -1.58632 -1.07243 0.25
H 2.60778 1.08282 1.24304 0.12
H -0.34187 2.87957 -0.02225 0.49

# 10
15
Properties=species:S:1:pos:R:3:nbo_charge:R:1 method="wB97M-V/def2-TZVPD" relative_energy_kj_mol=199.6 total_charge=-1 homo_lumo_gap_ev=5.306 homo_energy_ev=-2.37 smiles=[O-]CCCCS e_lumo_ev=2.933
C 2.17535 0.17826 -0.17855 0.03
O 3.31900 -0.14932 0.43627 -0.92
C 0.91057 -0.12878 0.58613 -0.42
C -0.35888 -0.11670 -0.25115 -0.44
C -1.69663 -0.10362 0.43055 -0.47
S -3.23250 0.01452 -0.59423 -0.10
H 1.90543 -0.14495 -1.23635 0.05
H 2.10150 1.39395 -0.47406 0.00
H 0.95108 -0.95327 1.32102 0.20
H 0.89480 0.75053 1.41190 0.17
H -0.21638 0.75306 -0.89956 0.21
H -0.33821 -0.90024 -1.04981 0.19
H -1.73204 0.74926 1.02735 0.21
H -1.89397 -0.89043 1.18477 0.20
H -2.78912 -0.45227 -1.71427 0.11